1.
Formula: C35H22N5S9Zr
Source: the OMol25 dataset
Level of theory: ωB97M-V/def2-TZVPD

The geometry in XYZ format:
```
72
Properties=species:S:1:pos:R:3:forces:R:3
Zr -1.69115 1.39111 -0.72228 -0.02 -0.48 0.61
S -4.04901 2.19474 0.07608 0.15 0.05 -0.35
C -5.05360 0.82043 -0.32108 -0.13 -0.06 0.17
C -6.28580 0.70098 0.34112 0.00 -0.06 -0.01
C -7.16513 -0.32618 0.06535 0.04 0.00 -0.03
C -6.85664 -1.27936 -0.90136 -0.02 0.02 0.02
C -5.65987 -1.17683 -1.58175 0.02 0.01 0.01
C -4.76637 -0.15020 -1.28685 -0.04 -0.06 0.00
S -3.25167 -0.10718 -2.23083 -0.04 0.04 -0.07
C -2.53723 -1.74160 -1.89007 0.04 -0.06 -0.05
C -1.03821 -1.67075 -1.88984 -0.12 -0.05 0.00
C -0.28818 -2.65743 -2.49397 -0.04 0.01 0.03
C 1.08522 -2.66151 -2.30823 0.06 0.02 0.01
C 1.63643 -1.72478 -1.46586 0.03 -0.03 -0.05
C 0.82146 -0.74656 -0.90981 0.06 0.04 -0.03
C 1.46789 0.22150 0.04195 0.01 0.11 -0.11
S 0.38572 1.32427 1.00434 0.02 -0.05 0.01
C 0.00499 0.28221 2.38424 -0.03 0.02 0.00
C 0.93934 0.22372 3.41671 0.01 0.00 0.00
C 0.73000 -0.62263 4.48584 0.01 0.01 0.00
C -0.42899 -1.39700 4.51305 -0.03 0.02 -0.01
C -1.36254 -1.31450 3.50001 0.02 0.01 0.02
C -1.16774 -0.46721 2.39951 0.09 -0.10 0.03
S -2.39644 -0.38505 1.16736 -0.18 0.44 -0.05
N -0.47851 -0.66989 -1.18716 0.00 0.29 -0.13
H -6.52996 1.43642 1.09600 0.01 0.00 0.01
H -8.09942 -0.38630 0.60872 0.00 -0.01 0.00
H -7.54332 -2.08378 -1.12686 0.00 0.00 0.00
H -5.40977 -1.89564 -2.35268 0.00 0.00 0.00
H -2.88934 -2.45246 -2.63432 -0.01 0.00 0.00
H -2.86276 -2.04151 -0.89095 -0.01 0.01 0.00
H -0.78027 -3.42844 -3.06991 -0.01 0.00 0.00
H 1.69953 -3.42779 -2.76092 0.01 0.00 0.00
H 2.68493 -1.75129 -1.20164 0.00 0.00 0.00
H 2.17052 0.86444 -0.48701 0.03 -0.03 0.01
H 2.00247 -0.37336 0.77997 0.00 -0.06 0.14
H 1.83685 0.82840 3.35976 0.01 0.00 0.00
H 1.46418 -0.69401 5.27764 0.00 -0.01 0.01
H -0.59895 -2.08026 5.33574 0.01 0.00 0.00
H -2.25250 -1.92847 3.52557 0.00 -0.01 -0.01
S -2.57856 3.27129 -2.23399 -0.04 -0.09 -0.03
C -1.38285 3.69484 -3.43015 0.07 0.04 0.11
C -1.72420 4.50558 -4.51069 0.03 0.06 -0.09
C -0.77505 4.87896 -5.45079 0.01 -0.10 0.11
C -1.15845 5.70765 -6.55477 -0.02 0.08 -0.07
N -1.47940 6.37874 -7.43109 -0.01 -0.01 -0.01
C 0.55300 4.44033 -5.30861 -0.07 -0.04 0.10
C 0.89660 3.63353 -4.23354 0.00 0.04 -0.06
C -0.06274 3.24994 -3.30043 0.00 0.04 0.07
S 0.38697 2.21772 -1.97098 0.02 0.05 -0.21
C 1.55684 4.81154 -6.26060 0.07 0.01 -0.08
N 2.37548 5.09244 -7.01717 0.01 0.01 0.01
H -2.74480 4.84760 -4.61849 0.00 0.00 0.01
H 1.91819 3.29601 -4.12349 0.00 0.00 -0.01
S 3.71112 -4.02014 5.45214 0.02 -0.03 0.10
C 2.97992 -3.49980 4.04462 -0.09 -0.11 -0.13
S 1.55102 -4.30173 3.47803 0.05 0.14 -0.03
C 1.42956 -3.22064 2.09803 0.09 0.17 0.08
N 2.41544 -2.36243 2.06585 0.09 -0.04 0.05
N 3.28180 -2.51945 3.15867 -0.11 -0.02 0.05
C 4.35855 -1.58732 3.21754 0.05 -0.01 -0.04
C 5.26672 -1.53753 4.27577 -0.07 0.03 0.00
C 6.28671 -0.59618 4.27151 -0.01 0.00 -0.01
C 6.43321 0.30300 3.22939 0.04 0.02 0.02
C 5.53837 0.24711 2.17236 -0.03 -0.01 -0.01
C 4.51520 -0.68475 2.16304 0.05 -0.02 0.04
S 0.11626 -3.32264 1.03919 -0.02 -0.23 -0.08
H 5.17113 -2.22716 5.09473 0.02 0.01 0.02
H 6.97519 -0.57620 5.10705 0.00 0.00 0.00
H 7.23289 1.03234 3.23615 0.00 0.00 0.00
H 5.63359 0.93245 1.33929 -0.01 0.00 0.00
H 3.83614 -0.73134 1.33581 -0.06 -0.02 -0.14
```
Forces are in eV/Å.

Summary:
- spin multiplicity = 1
- F_max (eV/A) = 0.779
- total charge = -1

2.
Formula: C35H24AgAsF5N3O
Source: the OMol25 dataset
Level of theory: ωB97M-V/def2-TZVPD

The geometry in XYZ format:
```
70
Properties=species:S:1:pos:R:3:forces:R:3
Ag 1.20631 0.22645 0.66818 0.36 -0.01 0.11
C -1.36651 -3.04336 -1.25317 -0.01 -0.08 -0.01
C -0.93691 -1.86975 -0.66277 0.04 -0.21 0.17
N -0.06694 -1.84999 0.35433 -0.26 0.25 -0.23
C 0.41441 -3.00783 0.78480 0.32 0.18 0.12
C 0.08218 -4.23769 0.23277 0.05 -0.24 0.01
C -0.85400 -4.24745 -0.78856 -0.03 -0.02 -0.15
C 0.69458 -5.48156 0.75738 -0.08 0.14 -0.01
C 1.99577 -5.74382 0.87320 0.20 0.11 -0.11
C 3.13485 -4.93214 0.36840 -0.15 -0.02 -0.01
C 4.40050 -5.09845 0.91408 0.05 -0.05 0.16
C 5.42312 -4.31825 0.40092 0.03 0.06 -0.06
N 5.23533 -3.45377 -0.59312 -0.21 -0.10 0.00
C 3.99003 -3.38677 -1.06840 0.00 -0.18 0.18
N 2.93583 -4.07905 -0.64179 0.04 0.10 -0.04
H -2.08374 -3.01696 -2.06500 0.06 0.01 0.06
H -1.32014 -0.91285 -0.99008 -0.01 0.06 -0.03
H 1.13053 -2.95511 1.60025 -0.04 -0.01 -0.06
H -1.14980 -5.18622 -1.24567 0.00 0.06 0.04
H -0.00516 -6.23260 1.11210 0.03 0.00 0.03
H 2.28542 -6.66270 1.37474 -0.02 0.02 -0.07
H 4.57766 -5.80376 1.71864 0.00 0.08 -0.07
H 6.43280 -4.38982 0.79603 -0.07 0.01 -0.02
H 3.81692 -2.70201 -1.89175 0.00 -0.04 0.03
F 2.81554 -0.30799 -1.80958 -0.03 0.04 0.08
C 3.75485 -0.16325 -0.82364 -0.06 -0.03 -0.10
C 3.36730 0.01424 0.48453 -0.53 -0.02 -0.39
C 4.40468 0.12215 1.37091 -0.21 -0.01 0.45
F 4.15764 0.28681 2.69882 -0.02 0.02 -0.06
C 5.73554 0.06412 1.01191 0.11 -0.02 0.06
F 6.70846 0.17036 1.92564 0.15 0.01 0.11
C 6.06811 -0.11474 -0.31266 0.06 0.03 -0.05
F 7.34702 -0.17890 -0.68467 0.21 -0.03 -0.05
C 5.06380 -0.23103 -1.24856 0.04 0.05 -0.11
F 5.37760 -0.41679 -2.53929 0.01 -0.05 -0.07
O -0.07437 2.13821 0.52122 -0.30 -0.05 0.09
As -1.66207 2.46024 0.17962 0.19 -0.01 0.01
C -1.91493 2.89589 -1.66861 0.02 0.02 -0.07
C -1.41800 1.99894 -2.61215 -0.05 0.15 -0.05
C -1.52595 2.29120 -3.96299 -0.02 0.02 0.03
C -2.12403 3.47927 -4.36836 0.00 0.01 -0.01
C -2.60285 4.37966 -3.42693 0.00 -0.03 0.00
C -2.49774 4.09144 -2.07135 -0.01 -0.07 -0.06
C -2.29899 3.92685 1.23253 0.02 0.08 0.05
C -3.63568 4.31857 1.21060 0.08 -0.01 0.09
C -4.04765 5.38260 1.99992 0.04 -0.03 -0.02
C -3.12787 6.04315 2.80727 0.01 0.01 0.00
C -1.79864 5.64187 2.83377 -0.03 -0.01 -0.02
C -1.37753 4.57965 2.04263 -0.09 0.05 -0.02
C -2.77694 0.95202 0.57403 -0.01 -0.07 0.05
C -3.93698 0.67332 -0.14258 0.07 0.01 -0.02
C -4.68897 -0.44638 0.18263 0.00 -0.02 0.02
C -4.28230 -1.27940 1.21837 0.04 0.00 0.00
C -3.13121 -0.99093 1.94127 -0.01 0.03 -0.06
C -2.37394 0.12676 1.61946 -0.14 0.02 0.00
H -0.91779 1.09583 -2.29249 0.05 -0.11 0.02
H -1.13324 1.59914 -4.69696 -0.01 0.02 0.01
H -2.20615 3.70944 -5.42463 0.01 -0.02 0.07
H -3.05126 5.31228 -3.74543 0.01 -0.02 0.01
H -2.85910 4.79926 -1.33630 0.01 0.02 -0.01
H -4.35283 3.79142 0.59154 -0.02 0.01 0.00
H -5.08465 5.69359 1.98984 0.02 0.00 0.00
H -3.45386 6.87593 3.42002 0.03 -0.06 -0.02
H -1.08816 6.15412 3.47069 -0.03 -0.01 -0.03
H -0.34732 4.24726 2.04591 0.03 0.00 0.01
H -4.24678 1.31644 -0.95960 0.03 -0.02 0.00
H -5.58965 -0.67044 -0.37503 0.02 -0.01 0.01
H -4.86359 -2.16177 1.45800 0.01 0.04 0.01
H -2.81271 -1.64166 2.74537 -0.01 0.00 -0.01
H -1.46981 0.35674 2.16981 0.03 -0.03 -0.01
```
Forces are in eV/Å.

Summary:
- spin multiplicity = 1
- F_max (eV/A) = 0.655

3.
Formula: C35H24BF9O2
Source: the OMol25 dataset
Level of theory: ωB97M-V/def2-TZVPD

The geometry in XYZ format:
```
71
Properties=species:S:1:pos:R:3:forces:R:3
F 2.06384 -2.12413 -5.07033 -0.70 0.93 1.24
C 1.30262 -1.46603 -4.12749 0.15 -0.27 -0.37
C 1.00286 -0.11713 -4.30572 0.19 -0.23 -0.31
C 0.11805 0.47607 -3.41632 0.11 0.29 0.12
F -0.07675 1.82633 -3.59731 -0.06 -1.50 0.21
C -0.57121 -0.23656 -2.40479 1.03 -0.05 -0.53
B -1.82930 0.32811 -1.73677 0.62 -0.11 0.04
C -2.23658 1.81669 -1.84968 -0.04 0.88 -0.15
C -1.67350 2.97849 -1.29216 0.69 -0.37 -0.74
F -0.38441 2.90791 -0.82713 -1.38 -0.12 0.24
C -2.24403 4.23884 -1.38841 -0.16 0.07 -0.21
C -3.33346 4.37140 -2.24052 -0.57 0.21 0.28
F -3.92520 5.61417 -2.36805 0.68 -1.46 0.03
C -3.84999 3.28678 -2.94962 -0.28 0.51 -0.20
C -3.28323 2.04492 -2.74399 0.15 0.22 0.02
F -3.67385 1.00932 -3.56005 0.02 0.81 0.82
C -2.95388 -0.64602 -1.30822 -0.89 -0.50 0.19
C -3.78992 -0.55999 -0.17581 0.22 0.19 -0.18
F -3.47160 0.32193 0.83595 -0.19 -0.81 -1.10
C -4.95488 -1.30240 -0.02343 -0.24 0.01 -0.08
C -5.32960 -2.14997 -1.06305 -0.38 -0.18 -0.19
F -6.55134 -2.79357 -1.00246 1.52 0.65 0.07
C -4.53600 -2.32625 -2.19500 -0.46 -0.01 0.16
C -3.38500 -1.56335 -2.28291 -0.05 -0.22 -0.14
F -2.69144 -1.69876 -3.46189 -0.47 0.16 1.04
C -0.13428 -1.57490 -2.25725 -0.49 -0.03 0.54
F -0.73506 -2.35406 -1.29121 0.67 0.82 -1.03
C 0.81804 -2.19316 -3.04121 -0.14 -0.06 -0.30
H 1.41264 0.44978 -5.14194 -0.08 -0.18 0.30
H -1.83846 5.09279 -0.85815 0.09 -0.11 -0.18
H -4.66961 3.39441 -3.65077 0.11 0.12 0.06
H -5.59816 -1.16846 0.84137 0.17 -0.04 -0.12
H -4.83051 -2.98142 -3.01598 0.06 0.23 0.32
H 1.07844 -3.23199 -2.86612 -0.01 0.18 -0.13
C 6.55510 -4.86185 2.79165 -0.78 -0.18 -0.15
O 5.26084 -5.42316 2.48296 0.34 0.38 0.03
C 4.24098 -4.57130 2.18462 -0.58 0.68 -0.07
C 2.98611 -5.15921 1.87518 1.13 0.17 0.15
C 1.91587 -4.35257 1.55444 -0.31 0.87 -0.31
C 2.01439 -2.93551 1.49969 1.25 -0.74 0.71
C 0.88439 -2.05449 1.27101 -0.32 1.07 -1.01
C 0.94007 -0.73537 0.96481 0.27 -1.16 0.25
C -0.26749 0.14752 1.03035 0.37 -0.19 0.69
C 0.03605 1.46169 1.70842 0.35 0.30 0.12
C -0.89346 2.02592 2.57903 -0.03 -0.04 0.03
C -0.69279 3.25919 3.17572 0.72 0.49 0.15
C 0.47505 3.99533 2.85935 -0.36 -0.82 -0.89
O 0.49889 5.28659 3.27958 0.42 0.31 0.05
C 1.33945 6.21091 2.57473 -0.15 -0.45 0.32
C 1.47024 3.39939 2.04342 -0.65 0.56 0.86
C 1.23657 2.14552 1.49540 -0.20 -0.04 0.05
C 3.25437 -2.38478 1.85780 -0.09 -0.29 -0.23
C 4.35622 -3.15740 2.19021 0.31 -1.22 -0.05
H 7.18738 -5.73329 2.95605 0.05 0.22 0.01
H 6.93366 -4.25464 1.95877 -0.06 -0.19 0.12
H 6.50155 -4.24259 3.69603 0.04 -0.16 -0.12
H 2.91851 -6.25101 1.87919 -0.07 0.43 0.03
H 0.96405 -4.81130 1.30811 0.00 -0.01 0.04
H -0.08897 -2.53770 1.25199 -0.11 0.13 0.46
H 1.89950 -0.24888 0.74204 -0.39 -0.37 0.26
H -0.66960 0.34507 0.04783 -0.15 0.18 -0.59
H -1.03814 -0.37959 1.59273 -0.13 0.08 -0.10
H -1.81358 1.48044 2.76300 0.03 0.05 0.12
H -1.38860 3.66785 3.92179 0.22 -0.10 -0.61
H 1.04378 7.18948 2.94076 0.08 0.04 -0.02
H 2.39792 6.03634 2.79269 -0.09 0.05 0.00
H 1.17931 6.15503 1.49321 -0.05 -0.10 0.09
H 2.42470 3.90410 1.89837 -0.31 -0.08 -0.17
H 2.00905 1.72457 0.85879 -0.13 0.05 0.06
H 3.36689 -1.31257 1.87383 -0.02 0.15 0.10
H 5.31649 -2.69748 2.44288 -0.50 -0.07 -0.09
```
Forces are in eV/Å.

Summary:
- spin multiplicity = 1
- F_max (eV/A) = 1.701

Respective frontier orbital gap values: 0.21435, 0.29209, 0.25777 Ha.